1.
The following is a DFT calculation (wB97M-V/def2-TZVPD) of a molecular structure, C57H53NP2PdS2.

Its HOMO energy is -5.98 eV.

Structure (XYZ):
```
116
C57H53NP2PdS2, DFT wB97M-V/def2-TZVPD
C -8.362 -3.269 2.385
C -7.028 -3.951 2.132
C -5.818 -3.066 2.461
N -5.890 -1.715 1.885
C -4.791 -0.870 2.007
S -3.077 -1.352 2.225
S -4.913 0.764 1.775
C -7.189 -1.039 2.010
C -8.399 -1.911 1.697
H -9.183 -3.895 2.019
H -8.485 -3.149 3.466
H -6.939 -4.847 2.758
H -6.969 -4.261 1.084
H -5.738 -2.987 3.568
H -4.927 -3.593 2.076
H -7.295 -0.661 3.039
H -7.205 -0.160 1.353
H -8.482 -2.041 0.612
H -9.290 -1.369 2.027
C -3.103 2.405 -2.062
C -2.903 1.022 -2.126
C -2.164 0.379 -1.137
C -1.572 1.113 -0.088
C -0.888 0.447 1.057
C -1.220 0.807 2.370
C -1.988 -0.154 3.261
C -1.024 -1.160 3.956
C 0.370 -1.022 3.966
C 1.179 -2.145 4.243
C 0.634 -3.425 4.336
C -0.764 -3.560 4.454
C -1.557 -2.417 4.355
Pd 1.119 0.726 -0.209
P 2.070 2.520 -1.110
C 1.316 3.946 -0.292
C 0.517 4.858 -0.998
C -0.065 5.926 -0.316
C 0.143 6.078 1.056
C 0.922 5.151 1.760
C 1.506 4.078 1.089
C 3.839 2.786 -0.880
C 4.366 4.086 -0.793
C 5.749 4.254 -0.692
C 6.591 3.134 -0.665
C 6.056 1.845 -0.722
C 4.681 1.674 -0.822
C 1.738 2.738 -2.876
C 2.608 3.468 -3.705
C 2.245 3.696 -5.034
C 1.067 3.150 -5.545
C 0.236 2.370 -4.739
C 0.568 2.172 -3.397
P 1.938 -1.284 -0.743
C 0.662 -2.395 -1.367
C 0.513 -2.591 -2.749
C -0.610 -3.259 -3.235
C -1.599 -3.720 -2.358
C -1.444 -3.544 -0.978
C -0.323 -2.877 -0.480
C 3.208 -1.203 -2.022
C 4.452 -1.825 -1.826
C 5.483 -1.596 -2.737
C 5.290 -0.748 -3.832
C 4.045 -0.146 -4.039
C 3.002 -0.397 -3.152
C 2.675 -2.122 0.674
C 2.584 -3.514 0.838
C 3.276 -4.137 1.878
C 4.053 -3.379 2.760
C 4.128 -1.989 2.604
C 3.452 -1.358 1.557
C -1.828 2.493 -0.009
C -2.570 3.141 -0.989
H -3.647 2.909 -2.859
H -3.289 0.426 -2.960
H -2.004 -0.697 -1.143
H -0.765 -0.639 0.927
H -0.877 1.787 2.751
H -2.825 0.302 3.816
H 0.873 -0.081 3.688
H 2.264 -2.010 4.347
H 1.259 -4.328 4.314
H -1.216 -4.526 4.668
H -2.637 -2.525 4.566
H 0.362 4.732 -2.070
H -0.671 6.647 -0.866
H -0.285 6.932 1.580
H 1.089 5.275 2.827
H 2.107 3.336 1.620
H 3.692 4.948 -0.814
H 6.163 5.262 -0.659
H 7.671 3.271 -0.612
H 6.707 0.973 -0.718
H 4.228 0.685 -0.890
H 3.544 3.847 -3.299
H 2.884 4.309 -5.670
H 0.787 3.327 -6.584
H -0.670 1.921 -5.142
H -0.053 1.563 -2.733
H 1.277 -2.233 -3.441
H -0.721 -3.422 -4.309
H -2.489 -4.223 -2.742
H -2.186 -3.928 -0.275
H -0.212 -2.733 0.598
H 4.589 -2.492 -0.972
H 6.438 -2.103 -2.594
H 6.098 -0.583 -4.546
H 3.874 0.499 -4.902
H 2.019 0.051 -3.320
H 1.994 -4.106 0.140
H 3.217 -5.220 1.996
H 4.596 -3.866 3.574
H 4.715 -1.389 3.300
H 3.516 -0.274 1.431
H -1.385 3.028 0.842
H -2.705 4.226 -0.930
```

---

2.
The following is a DFT calculation (wB97M-V/def2-TZVPD) of C8H10O in the gas phase.

Its HOMO energy is -9.08 eV. The SMILES is C1=C[C@H]2C=C[C@@H]1COC2. The calculation puts the energy relative to the best compared isomer or geometry (same formula, charge and spin) at 174.1 kJ/mol.

Structure (XYZ):
```
19
C8H10O, DFT wB97M-V/def2-TZVPD
C -0.552 0.633 1.424
C -0.433 -0.701 1.456
C -0.311 -1.362 0.073
C -1.294 -0.758 -0.920
C -1.361 0.561 -0.912
C -0.474 1.316 0.070
C 0.988 1.299 -0.442
O 1.744 0.109 -0.047
C 1.175 -1.133 -0.436
H -0.560 1.244 2.339
H -0.377 -1.228 2.412
H -0.401 -2.448 0.060
H -1.849 -1.357 -1.641
H -1.959 1.085 -1.672
H -0.815 2.359 0.112
H 1.597 2.110 -0.032
H 0.968 1.413 -1.537
H 1.818 -1.936 -0.005
H 1.191 -1.249 -1.541
```

---

3.
The following is a DFT calculation (wB97M-V/def2-TZVPD) of 2 unconnected molecules or ions with the total composition C10H23Br2NO3SSi.

Its HOMO energy is -9.89 eV. The SMILES is C[C@H](Br)[C@@H](Br)[SiH2]C[C@@H](O)CN.O=S1(=O)CCCC1.

Structure (XYZ):
```
41
C10H23Br2NO3SSi, DFT wB97M-V/def2-TZVPD
C 5.920 -0.304 1.352
C 5.597 -0.328 -0.139
Br 4.700 1.324 -0.656
C 4.736 -1.496 -0.612
Br 5.860 -3.058 -0.977
Si 3.272 -2.007 0.509
C 1.721 -2.102 -0.569
C 0.471 -1.502 0.076
O 0.112 -2.272 1.224
C 0.577 -0.002 0.364
N -0.370 0.763 -0.512
H 5.125 0.194 1.893
H 6.814 0.293 1.494
H 6.091 -1.309 1.725
H 6.536 -0.361 -0.675
H 4.311 -1.226 -1.569
H 3.066 -0.937 1.514
H 3.546 -3.249 1.249
H 1.884 -1.632 -1.537
H 1.512 -3.153 -0.756
H -0.350 -1.610 -0.627
H 0.386 -1.808 2.029
H 1.587 0.368 0.213
H 0.273 0.183 1.391
H -0.520 1.656 -0.047
H 0.156 1.025 -1.343
O -4.467 3.746 0.584
S -4.191 2.807 -0.475
O -3.314 3.161 -1.563
C -3.661 1.262 0.251
C -4.956 0.490 0.480
C -5.795 0.700 -0.789
C -5.753 2.197 -1.123
H -3.107 1.470 1.163
H -3.014 0.763 -0.470
H -4.760 -0.565 0.666
H -5.485 0.892 1.346
H -5.361 0.127 -1.611
H -6.820 0.359 -0.658
H -5.783 2.392 -2.192
H -6.547 2.748 -0.624
```